Entry 1:
{"formula": "C6H10O3S", "method": "the ωB97M-V functional and the def2-TZVPD basis", "de_lowest_kcal_mol": 31.5, "e_lumo_ev": 0.52, "charge": 0, "e_tot_ev": -23359.3099, "smiles": "C=CC(=O)O.C/C=C/SO", "max_force_ev_per_a": 4.383, "orbital_gap_ev": 8.534, "symbols": ["C", "C", "C", "C", "C", "C", "O", "O", "O", "S", "H", "H", "H", "H", "H", "H", "H", "H", "H", "H"], "xyz": [[-0.7695, 2.1228, -1.2617], [-0.9820, 1.3316, -0.1953], [1.7741, -1.0026, 0.1661], [0.6681, -1.4222, 0.7794], [3.0275, -0.4965, 0.7630], [-2.3509, 0.6712, 0.0948], [-0.6153, -1.7152, -1.4844], [-2.9830, 0.0734, -0.7631], [-2.7704, 0.7860, 1.3341], [-0.9187, -1.7607, 0.1450], [0.2072, 2.3885, -1.5740], [-1.4992, 2.4850, -1.9197], [-0.1559, 0.8587, 0.3978], [1.8005, -0.9801, -0.8754], [0.5876, -1.3890, 1.8342], [3.8875, -0.8637, 0.3864], [2.9773, 0.5679, 0.3831], [2.9849, -0.6278, 1.8612], [-1.4154, -1.1587, -1.6448], [-3.4546, 0.1315, 1.5733]], "forces_ev_per_a": [[0.24, -1.38, 1.68], [-0.38, -0.59, -0.36], [-0.53, -1.15, 0.52], [0.13, 0.59, -0.54], [-3.29, 2.42, 1.59], [0.38, 0.23, -1.96], [-1.50, 0.75, 0.49], [0.34, 0.53, 0.38], [0.16, 0.03, 1.47], [1.52, -1.35, 0.71], [1.00, 0.23, 0.17], [-1.40, 0.26, -0.53], [-0.79, 0.97, -0.54], [-0.34, -0.07, -1.80], [0.12, -0.17, 1.21], [2.73, -1.65, -1.31], [0.55, -0.57, 1.17], [0.32, 0.61, -0.50], [0.60, -0.03, -1.22], [0.14, 0.34, -0.63]]}

Entry 2:
{"formula": "C6H10O3S", "method": "the ωB97M-V functional and the def2-TZVPD basis", "de_lowest_kcal_mol": 76.1, "e_lumo_ev": [-0.21, -0.29], "charge": 0, "e_tot_ev": -23357.3763, "max_force_ev_per_a": 5.413, "orbital_gap_ev": [6.931, 7.196], "symbols": ["C", "C", "C", "C", "C", "C", "O", "O", "O", "S", "H", "H", "H", "H", "H", "H", "H", "H", "H", "H"], "xyz": [[1.6360, -2.7884, 0.5058], [0.6482, -1.8134, 0.5380], [-1.0662, 0.7119, 0.0961], [-0.4070, 0.0734, -0.8995], [-1.9044, 1.9561, 0.0213], [0.5272, -0.9617, -0.6139], [1.8300, 1.6423, -1.1392], [1.2202, -1.3484, -1.7017], [2.9550, 1.4077, 1.0946], [1.5714, 1.0516, 0.1824], [1.8600, -3.4412, 1.4565], [2.2044, -2.9185, -0.3194], [0.0194, -1.8834, 1.4911], [-0.8600, 0.3131, 1.0846], [-0.6599, 0.2815, -1.9487], [-1.8112, 2.4534, -0.9706], [-2.9943, 1.8933, 0.2428], [-1.2177, 2.6550, 0.5448], [1.1618, -0.6893, -2.3528], [3.6620, 1.8454, 0.4759]], "forces_ev_per_a": [[-2.88, 0.72, 4.52], [1.57, -3.25, 1.65], [-0.05, -0.25, -0.10], [-2.47, -0.56, 0.26], [1.17, 0.80, -1.37], [0.05, 1.21, -0.56], [0.34, 0.12, -0.37], [0.65, -2.16, 1.18], [1.14, 0.75, -2.17], [0.90, 0.59, 1.21], [-0.68, 1.31, -2.15], [1.88, -0.41, -2.35], [0.65, 1.06, -1.80], [-0.27, 0.21, 0.16], [0.56, 0.22, 0.43], [-0.32, -0.86, 0.10], [1.09, 0.12, 0.54], [-1.43, 0.06, 0.77], [-0.01, 1.53, -1.40], [-1.90, -1.21, 1.47]]}

Entry 3:
{"formula": "C6H10O5", "method": "the ωB97M-V functional and the def2-TZVPD basis", "de_lowest_kcal_mol": 66.1, "e_lumo_ev": 0.65, "charge": 0, "e_tot_ev": -16619.0055, "smiles": "O[C@@H]1[C@@H](O)[C@@H]2CO[C@@H](O2)[C@@H]1O", "max_force_ev_per_a": 4.841, "orbital_gap_ev": 10.007, "symbols": ["C", "C", "C", "C", "C", "C", "H", "H", "H", "H", "H", "H", "H", "H", "H", "H", "O", "O", "O", "O", "O"], "xyz": [[1.2253, -0.7793, 0.2857], [1.3060, 0.7913, 0.0894], [0.3062, 1.7288, 0.8314], [-0.8047, 0.9314, -0.9068], [-1.0763, -0.6293, -0.9090], [-0.1736, -1.2069, 0.1856], [2.7890, -0.9242, -0.7613], [1.5582, -1.0298, 1.2695], [2.3380, 0.9789, 0.1648], [0.3909, 1.6049, 1.9039], [0.5914, 2.7528, 0.4915], [-1.4832, 1.4511, -1.5710], [-0.7603, -1.0405, -1.8569], [-2.7560, -0.1647, -0.1180], [-0.2080, -2.2746, 0.0689], [-1.4723, -1.6386, 1.6780], [1.9684, -1.4860, -0.6772], [-1.0429, 1.5499, 0.3673], [0.5432, 1.2391, -1.2793], [-2.3891, -0.9333, -0.6416], [-0.8503, -0.9212, 1.3851]], "forces_ev_per_a": [[-0.56, 2.11, -0.81], [-4.54, -0.49, -1.62], [1.21, 0.59, 0.82], [0.16, -0.11, -0.73], [2.29, 2.06, 0.33], [-2.74, -1.65, 0.18], [-0.97, -1.30, -0.35], [0.38, 0.06, 0.94], [1.17, 1.45, -0.56], [-0.46, 0.15, 0.29], [0.11, -0.65, 0.75], [0.00, -0.05, -0.63], [-0.13, 0.08, -0.50], [0.52, -1.40, -0.60], [0.36, -0.78, -0.32], [1.14, 1.03, -0.90], [1.70, 1.54, -0.20], [1.67, -1.05, -0.34], [0.95, -2.20, 1.46], [-1.70, 1.19, 0.54], [-0.57, -0.55, 2.24]]}

Entry 4:
{"formula": "C6H10OS2", "method": "the ωB97M-V functional and the def2-TZVPD basis", "de_lowest_kcal_mol": 0.0, "e_lumo_ev": 0.67, "charge": 0, "e_tot_ev": -30101.4631, "smiles": "CC(=O)SC[C@@]1(C)CS1", "max_force_ev_per_a": 2.580, "orbital_gap_ev": 9.544, "symbols": ["O", "S", "S", "C", "C", "C", "C", "C", "C", "H", "H", "H", "H", "H", "H", "H", "H", "H", "H"], "xyz": [[-1.1806, 0.9994, -1.5996], [-0.0480, -1.3186, -1.3490], [3.0384, -0.1612, 1.3174], [-1.3957, -0.1823, -1.3832], [-2.8452, -0.5697, -1.0410], [0.6446, 1.4734, 1.0253], [1.3371, -0.1419, -0.8968], [1.4472, -0.9549, 1.6051], [1.4086, 0.2348, 0.5881], [-2.8460, -1.4283, -0.3811], [-3.3407, 0.2339, -0.4855], [-3.4536, -0.7856, -1.8980], [-0.4256, 1.2088, 1.1099], [0.9929, 1.7950, 2.0191], [0.7645, 2.2620, 0.2976], [1.2976, 0.7575, -1.5314], [2.2910, -0.6278, -1.1334], [0.9451, -0.8350, 2.5614], [1.3683, -1.9595, 1.1751]], "forces_ev_per_a": [[0.05, -0.81, 0.10], [0.63, 0.08, 0.49], [-0.17, 0.43, 0.36], [-0.90, 2.42, 0.00], [0.78, -0.51, 0.76], [-0.03, -0.72, 0.59], [0.06, 0.01, -0.16], [-0.03, 0.66, -1.60], [-0.27, -1.59, 0.90], [-0.07, -0.40, -0.01], [0.46, 0.13, -0.30], [-0.06, -0.14, -0.63], [0.40, 0.26, -0.15], [-0.12, -0.02, -0.40], [-0.02, 0.32, -0.08], [-0.32, -0.38, 0.25], [-0.55, -0.35, -0.19], [0.22, 0.20, -0.09], [-0.04, 0.40, 0.18]]}

Entry 5:
{"formula": "C6H10S", "method": "the ωB97M-V functional and the def2-TZVPD basis", "de_lowest_kcal_mol": 158.8, "e_lumo_ev": 0.43, "charge": 0, "e_tot_ev": -17212.7391, "max_force_ev_per_a": 4.898, "orbital_gap_ev": 8.057, "symbols": ["C", "C", "C", "C", "C", "C", "S", "H", "H", "H", "H", "H", "H", "H", "H", "H", "H"], "xyz": [[0.7796, -0.9766, 0.8625], [1.4440, 1.4578, 0.0357], [0.0745, 0.2518, -1.4434], [-0.2765, -0.9664, -0.1299], [0.3248, 1.4127, -0.7206], [-1.6395, -0.7636, 0.4116], [1.2879, 0.7280, 1.7362], [1.8510, -1.3601, 0.6139], [2.1921, 0.8215, -0.3667], [1.0518, 0.0496, -1.8775], [-0.7415, 0.3625, -2.2033], [-0.1244, -2.0259, -0.6737], [-0.4311, 2.0606, -0.1915], [-2.4752, -0.6362, -0.3079], [-1.4753, 0.1530, 1.1547], [-1.8369, -1.6544, 1.1435], [-0.0053, 1.0855, 1.9565]], "forces_ev_per_a": [[2.71, 0.67, 1.29], [0.81, -0.23, 0.71], [-1.01, -0.41, -1.68], [2.31, -1.74, -2.18], [-1.53, 3.00, 3.56], [-0.48, 0.36, 3.19], [-1.66, -1.65, -2.63], [-2.13, 0.59, 0.23], [1.38, -0.42, -0.09], [-0.23, -1.18, -0.34], [0.57, -0.67, 0.60], [-0.45, 2.33, 0.94], [-0.25, -0.96, -1.13], [0.66, 0.12, 0.52], [-1.24, -1.63, -1.66], [0.01, 1.61, -1.45], [0.53, 0.20, 0.11]]}

Entry 6:
{"formula": "C6H10S", "method": "the ωB97M-V functional and the def2-TZVPD basis", "de_lowest_kcal_mol": 102.6, "e_lumo_ev": 0.95, "charge": 0, "e_tot_ev": -17215.1760, "smiles": "SC1C[C@H]2C[C@@H]2C1", "max_force_ev_per_a": 4.522, "orbital_gap_ev": 9.424, "symbols": ["C", "C", "C", "C", "C", "C", "H", "H", "H", "H", "H", "H", "H", "H", "H", "H", "S"], "xyz": [[-0.0324, 1.3712, 0.1057], [-0.9702, 0.3766, 0.8149], [-0.0323, -0.8476, 0.9372], [0.1836, -2.2160, 0.2934], [0.4294, -0.9220, -0.5418], [1.0496, 0.5578, -0.5635], [-0.6791, 1.6399, -2.2847], [0.2677, 2.1425, 0.8254], [-1.8985, 0.1873, 0.2133], [-1.3801, 0.6842, 1.8553], [0.7588, -0.6407, 1.6405], [-0.7168, -2.7501, -0.1791], [0.9578, -2.6209, 0.7927], [-0.4425, -1.0477, -1.2817], [1.9529, 0.5417, 0.0464], [1.3607, 0.9747, -1.5174], [-0.8084, 2.5691, -1.1566]], "forces_ev_per_a": [[-1.45, 1.92, -0.19], [-2.08, -0.99, 1.78], [-2.20, -0.05, -1.66], [-3.08, 2.78, -1.80], [-0.66, 0.65, -0.51], [1.57, -2.06, -0.18], [-0.37, 1.58, 1.82], [0.63, -0.46, -0.07], [0.95, -0.06, 0.37], [0.88, 0.06, -1.66], [0.46, 0.10, -0.16], [1.92, 0.34, 1.08], [2.20, -2.33, 1.31], [1.05, 1.18, 1.22], [0.07, 0.04, 0.09], [-0.20, -0.25, -0.22], [0.32, -2.45, -1.22]]}